{"formula": "C4HN3O", "method": "ωB97M-V with the def2-TZVPD basis set", "homo_lumo_gap_ev": 8.61, "spin_multiplicity": 1, "max_force_ev_per_a": 14.34, "relative_energy_kcal_mol": 57.7, "elements": ["N", "C", "C", "N", "C", "O", "N", "C", "H"], "positions_angstrom": [[-3.187, -0.275, 0.481], [-2.055, -0.294, -0.210], [-0.686, -0.134, -0.322], [0.247, -0.996, -0.344], [1.487, -0.159, -0.017], [2.621, -0.724, 0.320], [1.192, 1.219, 0.093], [-0.093, 1.238, -0.151], [-0.651, 2.243, 0.029]]}

***

{"formula": "CH3I2P", "method": "ωB97M-V with the def2-TZVPD basis set", "homo_lumo_gap_ev": [7.56, 7.50], "spin_multiplicity": 1, "max_force_ev_per_a": 3.51, "relative_energy_kcal_mol": 58.6, "elements": ["C", "P", "I", "I", "H", "H", "H"], "positions_angstrom": [[0.078, 0.089, 0.238], [-1.016, -0.185, 2.686], [-0.580, -2.536, 2.914], [0.943, 0.790, 3.709], [-0.792, -0.563, -0.157], [1.030, -0.523, 0.490], [0.034, 1.182, 0.005]]}

***

{"formula": "C17H39FeO2P3", "method": "ωB97M-V with the def2-TZVPD basis set", "homo_lumo_gap_ev": [9.77, 6.77], "spin_multiplicity": 6, "max_force_ev_per_a": 5.48, "relative_energy_kcal_mol": 0.0, "s2": 8.81, "charge": 3, "elements": ["Fe", "P", "P", "P", "H", "C", "C", "H", "C", "C", "C", "C", "C", "C", "C", "C", "C", "H", "H", "H", "H", "H", "H", "H", "H", "H", "H", "H", "H", "H", "H", "H", "H", "H", "H", "H", "H", "H", "H", "H", "H", "H", "H", "H", "H", "H", "C", "C", "C", "C", "C", "C", "O", "H", "H", "H", "H", "H", "H", "O", "H", "H"], "positions_angstrom": [[0.445, 0.189, -0.499], [1.715, 0.898, 0.997], [-0.770, 1.687, -1.314], [1.582, -0.558, -2.085], [-1.787, -1.082, -0.290], [-0.743, -1.430, -0.432], [0.206, -1.474, 0.669], [-0.070, -1.252, 1.714], [1.157, 1.194, 2.709], [2.409, 2.534, 0.550], [3.195, -0.148, 1.294], [-2.192, 1.151, -2.330], [-1.589, 2.818, -0.142], [0.125, 2.847, -2.432], [2.406, -2.181, -1.926], [2.996, 0.495, -2.558], [0.694, -0.802, -3.667], [-0.579, -2.068, -1.312], [1.116, -2.090, 0.576], [0.742, 0.268, 3.131], [0.388, 1.980, 2.704], [2.037, 1.516, 3.281], [1.604, 3.284, 0.582], [2.852, 2.503, -0.456], [3.175, 2.766, 1.301], [2.873, -1.100, 1.737], [3.837, 0.392, 2.001], [3.739, -0.344, 0.360], [-2.623, 2.041, -2.807], [-2.926, 0.676, -1.663], [-1.881, 0.422, -3.090], [-2.068, 3.605, -0.743], [-0.841, 3.244, 0.540], [-2.318, 2.241, 0.447], [-0.601, 3.613, -2.737], [0.515, 2.317, -3.313], [0.963, 3.310, -1.892], [2.945, -2.388, -2.856], [1.667, -2.969, -1.758], [3.114, -2.182, -1.094], [3.449, 0.076, -3.462], [3.737, 0.514, -1.752], [2.660, 1.517, -2.755], [1.376, -1.237, -4.404], [0.303, 0.142, -4.055], [-0.146, -1.488, -3.516], [-2.497, -0.908, -6.864], [-3.617, -1.323, -7.622], [-3.867, -2.688, -7.724], [-3.013, -3.626, -7.124], [-1.857, -3.193, -6.450], [-1.573, -1.824, -6.352], [-2.313, 0.401, -6.508], [-3.026, 0.936, -6.883], [-4.265, -0.577, -8.081], [-4.743, -3.033, -8.281], [-3.240, -4.690, -7.183], [-1.177, -3.905, -6.000], [-0.676, -1.453, -5.864], [-2.335, 0.613, 2.539], [-1.948, -0.123, 3.031], [-2.035, 1.407, 3.018]]}

***

{"formula": "C5H10O", "method": "ωB97M-V with the def2-TZVPD basis set", "homo_lumo_gap_ev": 11.04, "spin_multiplicity": 1, "max_force_ev_per_a": 0.33, "relative_energy_kcal_mol": 25.8, "elements": ["C", "C", "C", "O", "C", "C", "H", "H", "H", "H", "H", "H", "H", "H", "H", "H"], "positions_angstrom": [[0.407, 1.455, -0.411], [-0.107, 0.088, 0.023], [0.783, -0.599, 1.049], [2.163, -0.521, 0.731], [-0.839, -0.783, -0.974], [-1.589, -0.128, 0.150], [0.215, 1.643, -1.473], [-0.054, 2.264, 0.169], [1.491, 1.497, -0.251], [0.470, -1.650, 1.171], [0.688, -0.110, 2.025], [2.276, -0.845, -0.173], [-0.707, -1.862, -0.922], [-0.993, -0.397, -1.979], [-2.239, 0.711, -0.089], [-1.964, -0.762, 0.952]]}

***

Copy entry 4 word for word.
{"formula": "C5H10O", "method": "ωB97M-V with the def2-TZVPD basis set", "homo_lumo_gap_ev": 11.04, "spin_multiplicity": 1, "max_force_ev_per_a": 0.33, "relative_energy_kcal_mol": 25.8, "elements": ["C", "C", "C", "O", "C", "C", "H", "H", "H", "H", "H", "H", "H", "H", "H", "H"], "positions_angstrom": [[0.407, 1.455, -0.411], [-0.107, 0.088, 0.023], [0.783, -0.599, 1.049], [2.163, -0.521, 0.731], [-0.839, -0.783, -0.974], [-1.589, -0.128, 0.150], [0.215, 1.643, -1.473], [-0.054, 2.264, 0.169], [1.491, 1.497, -0.251], [0.470, -1.650, 1.171], [0.688, -0.110, 2.025], [2.276, -0.845, -0.173], [-0.707, -1.862, -0.922], [-0.993, -0.397, -1.979], [-2.239, 0.711, -0.089], [-1.964, -0.762, 0.952]]}